No. 1
5 unconnected molecules or ions with the total composition C35H29BBrN3O9S. Source: the Open Molecules 2025 dataset; level of theory: the ωB97M-V functional and the def2-TZVPD basis.

```
79
Properties=species:S:1:pos:R:3:lowdin_charge:R:1
N -2.567 1.646 -3.588 0.203
B -1.533 0.868 -3.004 -0.613
O -0.531 0.392 -3.818 0.136
C -1.485 0.615 -1.447 -0.102
C -2.038 -0.559 -0.880 -0.092
C -1.984 -0.784 0.461 -0.623
Br -2.749 -2.354 1.165 0.773
C -1.369 0.138 1.327 -0.257
N -1.311 -0.078 2.672 0.118
C -0.718 0.825 3.387 -0.053
C -0.129 2.014 2.831 -0.230
C 0.514 2.997 3.771 -0.155
C 1.009 4.279 3.131 -0.288
C 2.170 4.096 2.146 -0.556
S 3.715 4.492 3.005 0.728
N -0.188 2.242 1.550 0.187
C -0.810 1.311 0.764 -0.185
C -0.884 1.530 -0.619 0.027
H -3.455 1.610 -3.109 0.084
H -2.686 1.534 -4.585 0.084
H 0.096 -0.146 -3.325 0.108
H -2.516 -1.296 -1.512 0.107
H -0.671 0.673 4.462 0.124
H 1.302 2.507 4.347 0.110
H -0.252 3.257 4.507 0.105
H 1.351 4.920 3.948 0.083
H 0.174 4.810 2.676 0.104
H 2.225 3.078 1.771 0.061
H 2.035 4.732 1.273 0.068
H 4.564 3.809 2.236 -0.151
H -0.448 2.442 -1.007 0.127
C -0.037 -1.725 -6.224 0.021
C -1.094 -2.474 -5.923 0.021
C -1.203 -3.876 -6.396 -0.383
O -2.163 -4.565 -6.117 0.098
C -0.093 -4.412 -7.219 0.019
C 0.968 -3.670 -7.519 0.030
C 1.081 -2.267 -7.044 -0.380
O 2.047 -1.586 -7.309 0.108
H 0.059 -0.701 -5.890 0.103
H -1.917 -2.103 -5.325 0.119
H -0.188 -5.432 -7.561 0.083
H 1.789 -4.049 -8.115 0.123
C -0.342 -8.465 -7.377 0.026
C -0.806 -9.693 -7.168 0.027
C -0.229 -10.869 -7.870 -0.385
O -0.654 -11.986 -7.680 0.112
C 0.889 -10.620 -8.815 0.023
C 1.354 -9.392 -9.025 0.021
C 0.777 -8.218 -8.323 -0.372
O 1.212 -7.102 -8.523 0.094
H -0.757 -7.601 -6.872 0.113
H -1.621 -9.899 -6.485 0.124
H 1.294 -11.491 -9.314 0.123
H 2.167 -9.184 -9.708 0.122
C 4.998 2.291 6.762 0.025
C 3.767 2.690 6.453 0.017
C 2.593 2.222 7.233 -0.378
O 1.466 2.566 6.944 0.098
C 2.844 1.304 8.373 0.020
C 4.076 0.909 8.682 0.020
C 5.252 1.371 7.899 -0.387
O 6.373 1.009 8.182 0.107
H 5.870 2.614 6.208 0.123
H 3.568 3.363 5.627 0.065
H 1.971 0.979 8.925 0.120
H 4.286 0.238 9.506 0.121
C -2.386 6.656 4.275 0.023
C -3.642 7.058 4.102 0.023
C -4.725 6.619 5.020 -0.386
O -5.869 6.984 4.862 0.110
C -4.351 5.715 6.138 0.022
C -3.095 5.313 6.311 0.024
C -2.015 5.752 5.393 -0.375
O -0.870 5.382 5.548 0.099
H -1.579 6.963 3.621 0.121
H -3.939 7.717 3.296 0.123
H -5.158 5.410 6.792 0.122
H -2.797 4.654 7.116 0.123
```

HOMO in eV: -9.00
Charge: 0
Total energy in eV: -141215.831
HOMO-LUMO gap in eV: 7.3206
SMILES: NB(O)c1cc(Br)c2ncc(CCCS)nc2c1.O=C1C=CC(=O)C=C1.O=C1C=CC(=O)C=C1.O=C1C=CC(=O)C=C1.O=C1C=CC(=O)C=C1
LUMO energy in eV: -1.675



No. 2
13 unconnected molecules or ions with the total composition C52H65N13 in a non-equilibrium geometry. Source: the Open Molecules 2025 dataset; level of theory: the ωB97M-V functional and the def2-TZVPD basis.

```
130
Properties=species:S:1:pos:R:3:lowdin_charge:R:1
N 2.101 6.474 1.228 -0.028
C 0.889 6.455 0.612 -0.178
C 0.222 5.304 0.882 -0.039
C 1.265 4.486 1.664 -0.087
C 2.316 5.275 1.821 -0.218
H 2.592 7.382 1.318 0.171
H 0.876 7.480 0.234 0.127
H -0.807 5.073 0.704 0.072
H 1.107 3.455 2.158 0.115
H 3.233 5.252 2.473 0.143
N -4.033 -0.188 -2.593 0.034
C -4.027 -0.666 -1.293 -0.183
C -4.991 -1.591 -1.174 -0.088
C -5.476 -1.861 -2.626 -0.090
C -4.823 -1.018 -3.452 -0.093
H -3.465 0.455 -2.998 -0.003
H -3.668 0.040 -0.595 0.083
H -5.233 -2.096 -0.220 0.095
H -6.146 -2.694 -3.007 0.104
H -4.727 -0.748 -4.460 0.092
N 2.613 4.768 -1.405 -0.042
C 3.932 5.097 -1.749 -0.206
C 4.104 4.866 -3.063 -0.093
C 2.757 4.250 -3.566 -0.047
C 1.884 4.325 -2.458 -0.146
H 2.270 4.991 -0.468 0.065
H 4.583 5.679 -0.876 0.172
H 5.156 4.990 -3.473 0.106
H 2.417 3.988 -4.520 0.051
H 0.874 3.776 -2.275 0.137
N 1.492 0.245 0.148 0.060
C 0.593 1.254 -0.028 -0.173
C -0.613 0.833 0.398 -0.051
C -0.381 -0.643 1.028 -0.043
C 0.896 -0.927 0.693 -0.128
H 2.332 0.440 -0.144 0.014
H 1.132 2.091 -0.356 0.088
H -1.554 1.373 0.377 0.050
H -1.034 -1.446 1.473 0.090
H 1.390 -1.773 0.910 0.073
N -1.878 0.938 -4.306 -0.001
C -2.918 1.896 -4.600 -0.118
C -2.989 2.752 -3.475 -0.055
C -2.134 2.114 -2.416 -0.109
C -1.426 1.170 -3.028 -0.203
H -1.378 0.396 -5.102 0.196
H -3.348 2.037 -5.641 0.124
H -3.605 3.606 -3.518 0.067
H -1.913 2.482 -1.456 0.063
H -0.633 0.522 -2.570 0.106
N -2.223 -2.981 -2.184 0.013
C -0.873 -2.615 -2.030 -0.161
C -0.164 -3.660 -2.354 -0.164
C -1.039 -4.585 -3.036 -0.121
C -2.367 -4.201 -2.845 -0.117
H -3.142 -2.549 -1.962 0.082
H -0.733 -1.625 -1.542 0.104
H 0.851 -3.709 -2.002 0.062
H -0.684 -5.590 -3.697 0.144
H -3.288 -4.606 -3.213 0.098
N 1.314 0.846 3.600 0.030
C 0.400 1.534 4.553 -0.071
C 0.626 0.966 5.741 -0.046
C 1.812 -0.067 5.519 -0.062
C 2.086 -0.097 4.193 -0.172
H 1.062 0.832 2.576 0.108
H -0.165 2.191 4.219 0.010
H 0.056 1.143 6.607 0.065
H 2.467 -0.709 6.218 0.107
H 2.381 -0.812 3.770 0.002
N 5.480 -4.207 -1.401 -0.007
C 4.619 -3.108 -1.728 -0.106
C 3.415 -3.495 -1.217 -0.161
C 3.427 -4.828 -0.637 -0.069
C 4.821 -5.135 -0.681 -0.160
H 6.437 -4.333 -1.364 0.105
H 4.853 -2.115 -2.189 0.111
H 2.530 -2.804 -1.265 0.069
H 2.621 -5.541 -0.422 0.091
H 5.483 -6.036 -0.398 0.137
N 4.036 2.078 -0.768 0.026
C 4.764 1.034 -1.294 -0.128
C 5.026 0.151 -0.279 -0.057
C 4.551 0.830 0.990 -0.064
C 4.089 2.038 0.643 -0.116
H 3.899 2.957 -1.137 0.041
H 4.863 0.858 -2.400 0.124
H 5.519 -0.743 -0.380 0.040
H 4.548 0.570 1.952 0.043
H 3.812 2.980 0.960 0.075
N 2.613 -1.669 -4.612 -0.050
C 3.321 -0.812 -5.358 -0.188
C 2.970 0.429 -4.898 -0.124
C 2.148 0.216 -3.684 -0.133
C 1.912 -1.144 -3.496 -0.121
H 2.579 -2.793 -4.710 0.212
H 4.060 -1.216 -6.077 0.124
H 3.494 1.311 -5.361 0.097
H 1.578 0.927 -2.900 0.108
H 1.281 -1.660 -2.715 0.077
N -4.986 3.040 0.340 -0.010
C -4.244 4.033 0.565 -0.216
C -3.500 3.726 1.653 -0.112
C -3.671 2.364 1.979 -0.086
C -4.703 1.833 1.197 -0.014
H -5.756 3.059 -0.416 0.188
H -4.332 5.102 0.002 0.180
H -2.929 4.317 2.012 -0.020
H -3.277 1.618 2.618 0.082
H -5.181 1.040 0.956 0.019
N -1.833 -3.855 4.950 0.000
C -2.058 -4.571 6.200 -0.095
C -1.029 -4.185 7.079 -0.058
C -0.193 -3.203 6.229 -0.085
C -0.878 -3.053 5.079 -0.281
H -2.557 -4.140 4.150 0.118
H -2.773 -5.252 6.489 0.056
H -0.716 -4.496 7.987 0.031
H 0.727 -2.492 6.649 0.123
H -0.680 -2.421 4.287 0.090
N -4.322 -3.299 3.731 -0.083
C -3.578 -2.766 2.651 -0.143
C -3.058 -3.881 1.875 -0.038
C -3.698 -5.091 2.572 -0.115
C -4.473 -4.689 3.642 -0.196
H -4.902 -2.603 4.435 0.227
H -3.506 -1.632 2.454 0.125
H -2.368 -3.753 1.128 0.041
H -3.410 -6.173 2.431 0.109
H -5.087 -5.322 4.505 0.175
```

HOMO in eV: -7.44
Charge: 0
Total energy in eV: -74329.138
HOMO-LUMO gap in eV: 7.8859
LUMO energy in eV: 0.444



No. 3
A molecular structure, C3H2FO2Rb in a non-equilibrium geometry. Source: the Open Molecules 2025 dataset; level of theory: the ωB97M-V functional and the def2-TZVPD basis.

```
9
Properties=species:S:1:pos:R:3:lowdin_spin:R:1
H 0.898 0.107 0.918 0.009
C -0.073 -0.833 -0.817 -0.008
C 0.938 -0.214 -0.150 0.058
O 2.244 -0.349 -0.698 0.203
C 3.269 0.222 -0.269 0.746
O -1.323 -0.739 -0.533 -0.009
H 0.232 -1.475 -1.666 0.000
F -2.163 2.443 2.093 0.000
Rb -4.023 0.838 1.120 0.002
```

⟨S²⟩: 0.757
HOMO (alpha / beta) in eV: -2.58 / -2.96
Charge: -1
Total energy in eV: -10607.564
HOMO-LUMO gap (alpha / beta) in eV: 4.0546 / 4.4328
LUMO energy (alpha / beta) in eV: 1.472 / 1.471
Multiplicity: 2



No. 4
C4H4N4 in the gas phase in a non-equilibrium geometry. Source: the Open Molecules 2025 dataset; level of theory: the ωB97M-V functional and the def2-TZVPD basis.

```
12
Properties=species:S:1:pos:R:3:lowdin_charge:R:1
C 1.233 -0.041 0.050 -0.507
C -0.610 1.464 -0.063 -0.085
C -1.812 0.597 0.210 -0.106
C -0.711 -1.401 -0.110 -0.197
H 3.239 -0.820 0.343 0.132
H -0.792 2.572 -0.121 0.114
H -2.866 1.049 0.283 0.129
H -0.730 -2.443 0.031 0.091
N 2.528 0.091 0.182 0.108
N 0.673 1.227 -0.228 0.110
N -1.937 -0.679 0.053 0.089
N 0.529 -1.221 -0.158 0.122
```

HOMO in eV: -9.65
Charge: 0
Total energy in eV: -10169.264
HOMO-LUMO gap in eV: 8.2067
SMILES: [H]/N=c1/nccncn1
LUMO energy in eV: -1.442



No. 5
A molecular structure, C18H48O10S7 in a non-equilibrium geometry. Source: the Open Molecules 2025 dataset; level of theory: the ωB97M-V functional and the def2-TZVPD basis.

```
83
Properties=species:S:1:pos:R:3:lowdin_charge:R:1
C 0.720 2.185 -1.996 -0.030
C 1.593 1.197 -2.732 -0.316
C 2.139 0.174 -1.773 -0.080
O 1.624 -1.053 -2.300 0.067
C 1.134 -0.848 -3.488 -0.498
O 0.671 -1.720 -4.245 0.145
O 0.783 0.497 -3.607 0.069
H 0.391 3.001 -2.639 0.122
H 1.291 2.627 -1.180 0.092
H -0.083 1.677 -1.462 0.024
H 2.443 1.685 -3.208 0.159
H 1.756 0.215 -0.754 0.061
H 3.220 0.313 -1.796 0.156
C 3.675 -4.024 1.279 -0.250
S 2.914 -3.866 -0.418 0.888
O 2.919 -5.294 -0.979 -0.583
C 1.192 -3.415 0.170 -0.381
H 3.658 -3.010 1.679 -0.013
H 4.700 -4.370 1.145 0.050
H 3.153 -4.571 2.064 0.061
H 1.162 -2.909 1.135 0.046
H 0.588 -4.300 0.370 0.059
H 0.667 -2.884 -0.625 0.054
C 1.105 2.317 1.133 -0.310
S 0.369 2.453 2.790 0.956
O -0.413 3.738 2.902 -0.582
C -0.967 1.226 2.655 -0.250
H 1.797 1.519 0.861 -0.018
H 1.684 3.231 1.006 0.089
H 0.296 2.360 0.404 0.008
H -1.431 1.244 1.669 -0.046
H -1.673 1.368 3.474 0.086
H -0.587 0.213 2.786 0.024
C -1.586 -5.193 1.322 -0.205
S -1.208 -3.401 1.457 1.005
O -0.475 -2.877 0.203 -0.743
C -2.930 -2.779 1.584 -0.206
H -2.355 -5.465 2.046 0.059
H -0.661 -5.717 1.561 0.053
H -1.896 -5.523 0.331 0.077
H -2.955 -1.689 1.575 0.038
H -3.413 -3.305 2.407 0.059
H -3.355 -3.064 0.621 0.063
C -2.150 4.697 2.025 -0.273
S -2.939 4.396 0.364 0.870
O -2.215 5.247 -0.680 -0.609
C -2.139 2.773 0.155 -0.375
H -1.065 4.730 1.929 0.017
H -2.494 3.849 2.619 0.044
H -2.419 5.686 2.397 0.051
H -2.444 2.286 -0.772 0.014
H -2.440 2.142 0.991 0.067
H -1.050 2.760 0.182 0.028
C -1.579 -0.764 -1.524 -0.150
S -1.220 0.100 0.091 1.095
O -0.930 1.563 -0.168 -0.846
C 0.377 -0.711 0.485 -0.287
H -1.389 -1.827 -1.379 0.064
H -0.815 -0.402 -2.212 0.050
H -2.619 -0.671 -1.837 0.035
H 1.026 -0.009 1.010 -0.038
H 0.881 -1.075 -0.411 0.039
H 0.125 -1.572 1.103 0.024
C -3.132 2.174 -4.772 -0.242
S -3.376 1.267 -3.208 0.913
O -3.171 -0.181 -3.632 -0.582
C -1.852 1.837 -2.356 -0.320
H -3.647 1.689 -5.602 0.056
H -2.078 2.149 -5.049 0.051
H -3.304 3.237 -4.601 0.053
H -1.926 2.923 -2.412 0.091
H -0.937 1.574 -2.887 0.046
H -1.831 1.552 -1.305 -0.057
C 2.821 -0.908 1.191 -0.242
S 2.344 0.408 2.370 0.871
O 1.058 -0.066 2.999 -0.582
C 3.781 0.155 3.507 -0.204
H 2.335 -0.633 0.255 -0.006
H 2.608 -1.930 1.504 0.020
H 3.878 -0.866 0.926 0.094
H 3.669 0.621 4.486 0.056
H 4.596 0.719 3.053 0.054
H 4.008 -0.885 3.740 0.054
```

HOMO in eV: -7.12
Charge: 0
Total energy in eV: -115737.155
HOMO-LUMO gap in eV: 6.9075
LUMO energy in eV: -0.209



No. 6
A molecular structure, C27H30EuF5N10O3 in a non-equilibrium geometry. Source: the Open Molecules 2025 dataset; level of theory: the ωB97M-V functional and the def2-TZVPD basis.

```
76
Properties=species:S:1:pos:R:3:lowdin_spin:R:1
Eu -0.395 -1.835 0.992 4.047
C 3.955 3.413 -3.568 0.002
O 3.340 4.592 -3.087 0.030
C 3.128 4.677 -1.748 0.062
C 3.540 3.721 -0.828 -0.004
C 3.260 3.893 0.521 0.077
C 2.571 5.021 0.973 0.061
C 2.200 5.996 0.037 0.057
C 2.462 5.820 -1.303 -0.011
N 2.314 5.276 2.323 0.598
N 2.153 4.378 3.192 0.663
C 1.822 3.053 2.981 0.070
C 2.383 2.095 3.818 0.116
C 2.226 0.732 3.586 -0.010
C 1.465 0.254 2.520 0.106
O 1.403 -1.002 2.176 0.088
C 0.710 1.234 1.774 0.018
N -0.204 0.747 0.894 0.023
C -0.941 1.596 0.215 -0.018
C -0.836 2.983 0.359 0.025
C 0.070 3.492 1.250 -0.014
C 0.888 2.618 1.988 0.043
H 3.980 3.502 -4.651 0.000
H 3.382 2.523 -3.290 0.000
H 4.979 3.312 -3.196 0.000
H 4.076 2.835 -1.141 -0.002
H 3.597 3.146 1.230 0.003
H 1.692 6.887 0.385 0.003
H 2.163 6.562 -2.035 -0.002
H 3.009 2.442 4.632 0.006
H 2.736 0.008 4.210 -0.003
H -1.668 1.168 -0.464 -0.001
H -1.470 3.635 -0.227 0.002
H 0.141 4.560 1.412 -0.001
N 2.904 -0.874 -0.380 0.000
N 2.167 -2.105 -0.352 0.000
H 3.899 -1.051 -0.443 0.000
H 2.738 -0.443 0.521 0.001
H 2.555 -2.735 0.342 0.000
H 2.258 -2.552 -1.251 0.000
F 1.110 -4.428 1.087 0.000
C 0.336 -4.865 0.044 0.000
C -0.386 -3.914 -0.646 -0.006
C -1.083 -4.447 -1.695 -0.001
F -1.828 -3.602 -2.514 0.000
C -1.117 -5.782 -2.048 0.000
F -1.840 -6.217 -3.087 0.000
C -0.378 -6.679 -1.301 0.000
F -0.376 -7.974 -1.611 0.000
C 0.374 -6.213 -0.238 0.000
F 1.116 -7.067 0.472 0.000
C -6.475 -0.816 -0.642 0.000
N -5.161 -0.982 -0.064 0.000
C -4.808 -0.480 1.252 0.000
C -3.302 -0.713 1.253 0.000
O -2.526 -0.451 2.148 -0.002
N -2.936 -1.286 0.068 -0.003
C -4.035 -1.410 -0.668 0.000
N -3.998 -1.901 -1.911 0.000
H -7.232 -1.116 0.081 0.000
H -6.592 -1.438 -1.526 0.000
H -6.657 0.225 -0.923 0.000
H -5.282 -1.054 2.050 0.000
H -5.055 0.576 1.380 0.000
H -3.170 -2.438 -2.149 0.000
H -4.849 -2.146 -2.383 0.000
N 0.455 0.230 -2.104 -0.001
N -0.375 -0.890 -1.762 -0.002
H 0.695 0.204 -3.086 0.000
H 1.319 0.137 -1.584 0.000
H -0.093 -1.721 -2.266 0.000
H -1.305 -0.656 -2.079 0.000
C -1.211 -3.365 2.784 -0.017
H -1.791 -4.226 2.424 -0.001
H -1.837 -2.877 3.541 -0.001
H -0.361 -3.792 3.331 0.000
```

⟨S²⟩: 12.073
HOMO (alpha / beta) in eV: -5.87 / -7.28
Charge: 0
Total energy in eV: -82439.991
HOMO-LUMO gap (alpha / beta) in eV: 5.7504 / 6.0310
LUMO energy (alpha / beta) in eV: -0.117 / -1.247
Multiplicity: 7



No. 7
C10H9ClIN in the gas phase in a non-equilibrium geometry. Source: the Open Molecules 2025 dataset; level of theory: the ωB97M-V functional and the def2-TZVPD basis.

```
22
Properties=species:S:1:pos:R:3:lowdin_charge:R:1
C 2.529 -1.495 1.283 -0.090
C 1.595 -2.519 0.979 -0.112
C 2.330 -0.226 0.834 -0.063
C 0.436 -2.271 0.386 -0.030
C 1.175 0.184 0.177 -0.193
C 0.216 -0.872 -0.015 -0.248
C 0.796 1.546 0.163 -0.039
C -0.395 2.003 -0.332 -0.188
C -1.380 1.230 -1.085 -0.702
C -2.820 1.482 -0.831 -0.648
N -0.869 -0.691 -0.753 0.076
Cl -3.065 1.100 0.906 0.573
I -1.027 1.039 -3.307 0.724
H 3.199 -1.751 2.072 0.091
H 1.798 -3.535 0.961 0.086
H 2.983 0.685 1.065 0.137
H -0.200 -3.122 0.060 0.126
H 1.553 2.156 0.588 0.103
H -0.614 3.042 -0.111 0.110
H -3.588 0.818 -1.428 0.106
H -3.037 2.551 -1.041 0.091
H -1.615 -1.352 -0.570 0.092
```

HOMO in eV: -7.44
Charge: 0
Total energy in eV: -32625.893
HOMO-LUMO gap in eV: 7.0513
SMILES: [H]\N=C1/C=CC=C/C1=C/C=C(\I)CCl
LUMO energy in eV: -0.392



- Which value of total energy does entry 4 give?
  -10169.264 eV